Below is C31H42MnN7O8P4S as an isolated structure in a non-equilibrium geometry, with properties calculated with wB97M-V/def2-TZVPD.

```
94
Properties=species:S:1:pos:R:3:forces:R:3
Mn -0.169 0.129 0.007 1.95 0.64 -0.34
S -6.416 -2.850 1.825 0.17 0.08 -0.18
P 1.677 1.567 -2.295 0.80 -0.11 -0.19
P -2.449 0.483 -0.760 -2.08 -0.80 0.28
P -1.657 -1.039 1.328 -2.68 -0.90 1.38
P 1.668 -1.542 -2.249 0.36 0.13 0.04
O 3.165 -1.340 -1.592 -0.64 0.08 -0.09
O -0.492 3.463 2.514 -0.23 0.63 0.33
O 0.661 -1.483 -1.124 -0.36 0.56 0.27
O 1.697 -2.666 -3.194 0.01 -0.18 -0.25
O 0.701 1.365 -1.147 -0.18 0.06 -0.05
O 1.558 2.759 -3.133 -0.02 0.04 -0.22
O -1.664 1.986 1.476 -0.21 0.29 0.06
O 3.180 1.433 -1.666 -0.65 -0.23 -0.04
N -3.088 -0.627 0.436 1.41 0.36 -0.34
N 2.762 -0.141 -4.198 0.42 -0.09 -0.23
N 2.084 3.138 2.408 0.06 0.13 0.07
N 2.608 1.025 1.635 0.38 -0.20 -0.04
N 2.201 -0.178 1.043 -0.17 -0.13 -0.14
N -0.608 2.424 1.909 -0.02 0.25 0.15
N 0.432 1.624 1.672 0.45 -1.49 -0.85
C -3.056 0.166 3.511 -0.04 -0.09 -0.19
C -2.948 -0.276 -2.327 0.73 0.15 0.16
C -3.952 0.253 -3.129 0.07 0.13 0.10
C -1.686 -2.831 1.634 0.68 0.28 -0.39
C -0.721 -5.003 1.293 0.05 -0.12 -0.02
C -2.595 -4.733 2.779 0.00 -0.02 -0.02
C -3.219 4.319 -1.542 -0.03 0.11 0.03
C 1.598 0.005 -3.289 -0.48 0.17 1.30
C -0.758 0.095 5.077 0.08 -0.04 0.08
C -4.060 -1.655 0.035 -0.72 -0.29 -0.17
C -1.940 0.601 5.596 0.06 0.08 -0.10
C -4.404 2.406 0.110 0.13 -0.21 -0.05
C -5.485 -1.109 -0.080 0.07 -0.06 0.22
C -1.653 -5.546 2.163 0.09 0.09 -0.05
C -4.297 4.658 -0.736 0.13 -0.04 -0.09
C -2.298 -1.455 -2.694 0.05 0.10 -0.05
C -4.886 3.705 0.081 -0.05 -0.01 0.07
C -4.304 -0.404 -4.295 -0.06 -0.05 -0.05
C -2.729 3.028 -1.516 0.02 -0.18 -0.03
C -2.655 -2.099 -3.863 0.06 -0.12 0.09
C -3.662 -1.577 -4.660 -0.08 0.05 0.03
C -7.585 -2.651 3.186 0.14 0.17 -0.30
C -6.207 -1.115 1.260 -0.19 -0.49 0.23
C -0.739 -3.646 1.020 0.02 0.16 -0.12
C -2.608 -3.375 2.528 0.00 0.25 0.11
C -1.884 -0.376 3.005 0.61 0.08 -0.24
C 1.699 1.971 1.920 -0.56 0.46 0.17
C -0.731 -0.398 3.788 -0.09 -0.07 -0.14
C -3.080 0.645 4.811 -0.06 -0.07 0.05
C -3.331 2.065 -0.703 0.81 0.01 -0.15
C 0.325 0.065 -4.097 -0.34 -0.05 -0.21
H -3.956 -2.091 -5.561 0.00 -0.03 -0.13
H -5.461 -0.095 -0.482 -0.05 0.00 -0.09
H -6.041 -1.728 -0.788 0.04 0.03 0.00
H 2.719 0.521 -4.985 0.08 -0.12 0.22
H -3.937 0.218 2.890 -0.05 0.05 -0.06
H -3.307 -5.163 3.465 -0.12 0.01 0.06
H -5.085 0.003 -4.917 -0.12 0.04 -0.09
H 0.136 0.093 5.679 0.13 -0.06 0.10
H -1.959 0.981 6.604 -0.04 0.05 0.13
H -2.751 5.064 -2.168 0.03 0.03 -0.06
H -1.502 -1.846 -2.068 -0.01 -0.10 -0.07
H 2.742 -1.118 -4.548 0.12 0.26 -0.02
H 0.095 -0.891 -4.568 0.00 0.00 -0.01
H -5.627 -0.589 2.020 -0.13 0.19 -0.02
H 0.183 -0.798 3.363 0.09 -0.05 0.13
H -4.449 1.168 -2.846 -0.06 0.07 -0.01
H 3.626 0.001 -3.655 -0.09 -0.06 -0.27
H 3.659 2.237 -1.872 0.32 0.47 -0.04
H -2.149 -3.006 -4.150 0.06 -0.16 -0.04
H -3.987 1.061 5.221 -0.13 0.02 -0.02
H 2.698 -0.348 0.166 0.06 0.17 0.19
H -1.867 2.753 -2.116 0.03 0.12 -0.07
H -8.557 -2.360 2.800 -0.07 0.03 0.08
H -1.638 -6.602 2.373 0.00 -0.15 0.03
H 1.366 3.816 2.661 0.23 -0.29 -0.08
H 0.400 0.847 -4.855 -0.05 0.03 0.00
H -4.049 -2.456 0.776 0.07 0.14 -0.07
H 3.619 -2.187 -1.618 0.26 -0.28 -0.01
H -3.323 -2.737 3.026 -0.11 -0.01 0.08
H -4.852 1.672 0.761 -0.04 -0.09 0.16
H -3.779 -2.105 -0.920 0.10 0.02 0.19
H -5.710 3.988 0.718 -0.10 -0.04 0.03
H -7.200 -0.676 1.174 0.05 0.13 0.01
H -7.210 -1.913 3.888 -0.05 0.02 0.17
H -0.504 0.331 -3.437 0.02 -0.07 -0.16
H -0.027 -3.205 0.334 0.05 -0.09 -0.05
H 3.055 3.350 2.561 0.03 0.00 0.02
H -7.661 -3.620 3.672 -0.02 -0.02 0.05
H 0.025 -5.638 0.838 0.01 -0.01 -0.07
H -4.665 5.672 -0.737 -0.07 0.07 0.01
H 2.370 -0.965 1.670 -0.02 0.22 -0.03
H 3.597 1.217 1.769 -0.32 -0.11 -0.09
```
Positions in Å, forces in eV/Å.

Results
**Total charge**: +2
**E_LUMO (alpha / beta)**: -7.53 / -5.69 eV
**Multiplicity**: 5
**F_max**: 3.1 eV/A
**Expectation value of S²**: 6.2068
**Total energy**: -5106.03003 a.u.
**Kohn-Sham gap (alpha / beta)**: 4.9 / 6.7 eV
**HOMO (alpha / beta)**: -0.4565 / -0.4565 hartree